# 1
Formula: C6H5O3S
Source: OMol25
Level of theory: wB97M-V/def2-TZVPD

Each line ends with the Löwdin charge.
Element x y z (Å)
C1 -0.01 -1.38 1.44  -0.1074
C2 -0.12 -0.21 0.53  -0.5088
C3 -1.67 0.16 0.18  -0.7526
O1 -2.40 -0.80 0.45  -0.0379
O2 -1.92 1.22 -0.35  -0.0257
S1 0.72 1.36 1.09  0.9536
C4 1.16 1.79 -0.48  -0.4144
C5 0.85 0.85 -1.44  -0.1158
C6 0.52 -0.46 -1.00  -0.3887
O3 0.46 -1.46 -1.68  0.0622
H1 0.94 -1.24 1.85  0.0382
H2 0.11 -2.20 0.64  0.1081
H3 -0.98 -1.49 1.95  0.0824
H4 1.37 2.75 -0.76  0.0386
H5 0.97 1.10 -2.41  0.0683

The structure (SMILES) is C[C@@]1(C(=O)[O-])SC=CC1=O. Its HOMO-LUMO gap is 7.5 eV. As for the net charge: -1. The calculation puts the energy above the lowest of the compared OMol25 structures with the same formula, charge and spin at 14.98 kcal per mole.



# 2
Formula: C4H8NOP
Source: OMol25
Level of theory: wB97M-V/def2-TZVPD

Each line ends with the Löwdin charge.
Element x y z (Å)
C1 -1.67 -0.28 -1.36  -0.3275
C2 -0.63 -0.40 -0.46  -0.0976
C3 0.83 1.52 -0.10  -0.0949
C4 0.77 0.10 -0.72  -0.2547
N1 -1.02 -1.23 1.17  -0.3087
O1 -1.55 0.35 -2.39  0.0551
P1 0.07 -1.01 2.23  0.6728
H1 -2.59 -0.64 -0.96  0.1061
H2 1.85 1.81 0.04  0.0657
H3 0.09 2.21 -0.57  0.1006
H4 0.36 1.40 0.83  0.0124
H5 1.69 -0.49 -0.38  0.1099
H6 0.74 0.07 -1.87  0.1331
H7 1.29 -1.28 1.54  -0.0801
H8 -0.25 -2.13 2.99  -0.0923

Its HOMO-LUMO gap (alpha / beta) is 8.3 / 7.2 eV. As for the net charge: 0. The calculation puts the energy above the lowest of the compared OMol25 structures with the same formula, charge and spin at 140.29 kcal per mole.



# 3
Formula: C22H78ClHgO26
Source: OMol25
Level of theory: wB97M-V/def2-TZVPD

Each line ends with the Löwdin charge.
Element x y z (Å)
Hg1 1.49 -0.59 -3.39  1.2954
Cl1 0.57 -6.01 -0.49  0.6356
O1 1.07 -6.86 -1.51  -0.3288
O2 -0.85 -6.28 -0.27  -0.3738
O3 1.31 -6.11 0.76  -0.3646
O4 0.62 -4.65 -0.91  -0.3959
C1 5.50 0.12 -4.62  0.0159
C2 4.03 0.23 -4.22  -0.7422
O5 3.65 0.32 -3.05  -0.0730
O6 3.18 -0.13 -5.07  -0.0754
H1 5.74 -0.93 -4.45  0.0795
H2 6.08 0.78 -3.99  0.0789
H3 5.65 0.22 -5.69  0.0780
C3 -0.64 -0.03 0.40  0.0412
C4 0.05 -0.19 -0.92  -0.7249
O7 -0.51 -0.42 -1.99  -0.0547
O8 1.25 0.02 -1.04  -0.0809
H4 -1.48 0.65 0.22  0.0921
H5 0.05 0.41 1.11  0.0893
H6 -0.93 -1.02 0.75  0.0665
C5 4.82 1.08 2.73  -0.1661
O9 4.03 0.28 3.54  -0.1083
H7 4.36 1.74 1.99  0.0642
H8 5.30 1.77 3.42  0.0831
H9 5.68 0.60 2.27  0.0643
H10 3.61 -0.37 2.97  0.0538
C6 -0.43 -3.30 -4.41  -0.1087
O10 0.34 -2.18 -4.73  -0.2153
H11 -1.31 -3.22 -5.04  0.0922
H12 0.22 -4.17 -4.51  0.0978
H13 -0.71 -3.15 -3.37  0.0879
H14 0.56 -2.22 -5.66  0.1029
C7 -0.50 4.51 1.52  -0.1717
O11 -0.40 5.73 2.19  -0.1175
H15 0.43 3.95 1.62  0.0699
H16 -1.31 3.83 1.80  0.0638
H17 -0.75 4.81 0.50  0.0722
H18 -1.28 5.93 2.53  0.0403
C8 -0.28 -0.91 4.09  -0.1281
O12 -1.05 0.25 4.26  -0.1181
H19 -0.74 -1.73 4.64  0.0925
H20 -0.10 -1.18 3.05  0.0579
H21 0.71 -0.86 4.54  0.0788
H22 -1.50 0.23 5.11  0.1029
C9 3.65 -2.98 -2.81  -0.0316
O13 2.18 -2.69 -2.51  -0.2050
H23 4.24 -2.28 -2.22  0.0512
H24 3.92 -3.99 -2.48  0.0896
H25 3.79 -2.79 -3.88  0.0754
H26 1.82 -3.42 -2.00  0.0280
C10 -3.76 -0.28 2.77  -0.1485
O14 -3.47 0.95 3.43  -0.1306
H27 -4.38 -0.10 1.90  0.0709
H28 -2.86 -0.81 2.43  0.0569
H29 -4.29 -0.99 3.41  0.0630
H30 -2.58 0.76 3.72  -0.0038
C11 -5.90 1.99 -0.23  -0.1377
O15 -5.54 2.34 -1.58  -0.1508
H31 -5.07 2.17 0.45  0.0699
H32 -6.76 2.58 0.09  0.0711
H33 -6.24 0.96 -0.37  0.0729
H34 -4.72 1.99 -1.93  0.0246
C12 6.01 -0.16 -0.59  -0.1015
O16 5.38 1.15 -0.87  -0.1508
H35 5.40 -1.03 -0.85  0.0574
H36 6.92 -0.16 -1.20  0.0689
H37 6.26 -0.21 0.47  0.0510
H38 4.90 1.02 -1.69  0.0046
C13 0.49 4.85 -2.97  -0.1388
O17 0.98 3.50 -2.99  -0.1579
H39 -0.26 4.82 -2.18  0.0577
H40 1.16 5.65 -2.65  0.0664
H41 0.07 5.20 -3.92  0.0726
H42 1.16 3.08 -2.14  0.0048
C14 1.86 2.38 4.73  -0.2146
O18 3.14 2.40 5.15  -0.1026
H43 1.81 2.11 3.67  0.0749
H44 1.20 1.71 5.28  0.0634
H45 1.38 3.35 4.83  0.0816
H46 3.63 1.59 4.97  0.0466
C15 2.10 -2.48 1.34  -0.1186
O19 2.49 -1.11 1.35  -0.1377
H47 2.69 -3.04 0.61  0.0758
H48 2.28 -2.95 2.31  0.0923
H49 1.07 -2.50 1.00  0.0579
H50 2.27 -0.69 0.52  0.0387
C16 -5.45 -3.75 3.24  -0.1920
O20 -4.17 -3.37 3.56  -0.1419
H51 -5.47 -4.66 2.65  0.0845
H52 -6.03 -3.79 4.16  0.0787
H53 -5.85 -3.01 2.55  0.0683
H54 -3.64 -3.87 2.93  0.0056
C17 -3.85 4.41 3.55  -0.1440
O21 -3.09 5.59 3.77  -0.1321
H55 -4.88 4.69 3.33  0.0768
H56 -3.41 3.91 2.69  0.0621
H57 -3.85 3.82 4.46  0.0832
H58 -2.68 5.44 4.62  0.0782
C18 3.03 3.18 -0.28  -0.0833
O22 1.65 2.80 -0.53  -0.1427
H59 3.40 2.66 0.60  0.0533
H60 3.66 3.00 -1.15  0.0717
H61 3.15 4.25 -0.11  0.0847
H62 1.55 1.85 -0.55  0.0373
C19 -1.08 0.39 -5.50  -0.0848
O23 0.30 0.67 -5.09  -0.2010
H63 -1.62 1.28 -5.18  0.0836
H64 -1.10 0.04 -6.53  0.0850
H65 -1.49 -0.45 -4.94  0.0695
H66 0.60 1.29 -5.76  0.0891
C20 -1.35 -3.77 1.93  -0.1409
O24 -2.38 -4.71 2.13  -0.1139
H67 -0.38 -4.20 2.21  0.0888
H68 -1.24 -3.37 0.92  0.0573
H69 -1.62 -2.87 2.48  0.0588
H70 -2.26 -5.49 1.58  0.0856
C21 -2.13 2.63 -2.26  -0.1478
O25 -2.79 1.42 -2.25  -0.1581
H71 -1.36 2.56 -3.03  0.0695
H72 -2.88 3.39 -2.46  0.0931
H73 -1.74 2.55 -1.25  0.0845
H74 -2.11 0.74 -2.37  0.0355
C22 -3.78 -2.74 -0.47  -0.1984
O26 -3.58 -3.96 -1.06  -0.0850
H75 -4.67 -2.26 -0.88  0.0904
H76 -3.77 -2.78 0.62  0.0604
H77 -2.91 -2.11 -0.65  0.0689
H78 -2.70 -4.20 -0.77  0.0555

Its HOMO-LUMO gap is 9.3 eV. As for the net charge: -1.



# 4
Formula: C3H2N2O3
Source: OMol25
Level of theory: wB97M-V/def2-TZVPD

Each line ends with the Löwdin charge.
Element x y z (Å)
O1 -0.71 1.97 -0.23  0.1177
C1 -0.70 0.81 0.14  -0.3018
C2 -1.85 -0.20 0.18  0.0303
N1 -1.36 -1.35 -0.14  0.1417
O2 0.02 -1.22 -0.23  0.1024
C3 0.33 -0.06 -0.14  -0.4539
N2 1.51 0.50 -0.04  0.0974
O3 2.44 -0.33 0.06  0.0941
H1 -2.89 -0.21 0.32  0.1117
H2 3.21 0.09 0.07  0.0604

The structure (SMILES) is O=C1C=NO/C1=N\O. Its HOMO-LUMO gap is 8.3 eV. As for the net charge: 0. The calculation puts the energy above the lowest of the compared OMol25 structures with the same formula, charge and spin at 160.78 kcal per mole.



# 5
Formula: C7H14N2O5
Source: OMol25
Level of theory: wB97M-V/def2-TZVPD

Each line ends with the Löwdin charge.
Element x y z (Å)
C1 0.31 -3.68 0.22  -0.0818
C2 0.52 -2.30 -0.41  -0.2233
C3 0.20 -1.15 0.63  -0.1105
C4 0.55 0.27 0.19  -0.2009
N1 0.00 1.31 0.64  0.0454
C5 0.43 2.65 0.29  -0.2212
C6 -0.75 3.58 0.49  -0.0745
C7 1.89 0.40 -0.54  -0.5716
O1 2.97 0.40 0.00  0.1301
O2 1.78 0.35 -1.82  0.1271
H1 0.62 -4.47 -0.43  0.0732
H2 -0.67 -3.82 0.42  0.0268
H3 0.73 -3.66 1.24  0.0913
H4 -0.09 -2.09 -1.28  0.0917
H5 1.62 -2.02 -0.70  0.1301
H6 -0.89 -1.25 0.83  0.1156
H7 0.89 -1.42 1.39  0.1123
H8 1.05 2.86 1.22  0.1491
H9 0.97 2.70 -0.66  0.1261
H10 -0.55 4.60 0.75  0.0709
H11 -1.36 3.65 -0.37  0.0642
H12 -1.25 3.01 1.22  0.0593
H13 2.71 0.46 -2.30  0.2148
O3 -3.56 -0.85 -0.73  0.1544
N2 -2.54 -0.34 -0.49  -0.4963
O4 -1.59 -0.35 -1.21  0.0706
O5 -2.46 0.38 0.68  0.0791
H14 -1.54 0.79 0.72  0.0481

The structure (SMILES) is CCC/C(=N/CC)C(=O)O.O=[N+]([O-])O. Its HOMO-LUMO gap is 10.7 eV. As for the net charge: 0. The calculation puts the energy above the lowest of the compared OMol25 structures with the same formula, charge and spin at 143.24 kcal per mole.



# 6
Formula: C8H12
Source: OMol25
Level of theory: wB97M-V/def2-TZVPD

Each line ends with the Löwdin charge.
Element x y z (Å)
C1 -2.53 -0.23 -0.40  0.0115
C2 -1.27 -0.47 -0.76  -0.1245
C3 -0.08 0.01 0.09  -0.5209
C4 -0.53 0.38 1.50  -0.0666
C5 0.62 1.07 -0.70  -0.1610
C6 1.16 2.13 -0.16  0.0044
C7 0.80 -1.26 0.33  -0.1724
C8 1.89 -1.66 -0.17  -0.0263
H1 -2.80 0.18 0.57  0.0454
H2 -3.40 -0.44 -1.07  0.0731
H3 -1.17 -1.17 -1.51  0.0830
H4 -1.35 1.19 1.27  0.1225
H5 0.34 0.83 1.95  0.0695
H6 -0.82 -0.48 2.08  0.0835
H7 0.88 0.78 -1.84  0.1619
H8 1.01 2.36 0.84  0.0244
H9 1.89 2.79 -0.84  0.1079
H10 0.39 -2.06 1.06  0.1375
H11 2.29 -2.65 0.17  0.0788
H12 2.42 -1.16 -1.00  0.0682

The structure (SMILES) is C=CC(C)(C=C)C=C. Its HOMO-LUMO gap is 10.5 eV. As for the net charge: 0. The calculation puts the energy above the lowest of the compared OMol25 structures with the same formula, charge and spin at 57.67 kcal per mole.



# 7
Formula: C6H10OS
Source: OMol25
Level of theory: wB97M-V/def2-TZVPD

Each line ends with the Löwdin charge.
Element x y z (Å)
C1 -0.54 2.20 -0.38  -0.0924
C2 0.41 0.90 -0.60  -0.2712
C3 1.58 0.48 0.21  -0.2724
C4 0.56 0.27 1.36  -0.0970
C5 -0.18 -0.32 0.23  -0.7078
C6 0.74 -1.45 -0.38  -0.2538
H1 0.06 3.18 -0.50  0.0781
H2 -1.35 2.20 0.61  0.1169
H3 -1.35 2.06 -1.32  0.1142
H4 0.69 0.63 -1.68  0.1683
H5 2.64 1.04 0.37  0.1993
H6 0.79 -0.33 2.17  0.0907
H7 0.21 1.22 1.82  0.1264
H8 -2.57 0.56 0.24  -0.0732
H9 0.53 -1.69 -1.40  0.1058
H10 0.86 -2.47 0.06  0.1401
O1 1.90 -0.79 -0.38  -0.0932
S1 -1.95 -0.78 0.00  0.7211

Its HOMO-LUMO gap is 9.8 eV. As for the net charge: 0. The calculation puts the energy above the lowest of the compared OMol25 structures with the same formula, charge and spin at 99.22 kcal per mole.



# 8
Formula: C7H8N2OS
Source: OMol25
Level of theory: wB97M-V/def2-TZVPD

Each line ends with the Löwdin charge.
Element x y z (Å)
O1 -1.74 -1.86 -2.30  0.0536
C1 -1.43 -0.96 -1.57  -0.5871
S1 0.31 -1.15 -0.80  1.0155
C2 0.95 -0.07 0.44  -0.6550
C3 2.09 -0.71 0.95  -0.1980
C4 0.82 -0.62 1.85  -0.1077
C5 -2.18 0.21 -1.23  -0.2030
C6 -2.53 1.36 -1.92  -0.0779
N1 -2.82 2.37 -1.08  0.0727
C7 -2.67 1.90 0.12  -0.1935
N2 -2.23 0.66 0.10  0.1108
H1 0.76 0.96 0.21  0.1017
H2 2.95 -0.13 1.32  0.1227
H3 2.28 -1.61 0.41  0.0607
H4 0.17 -1.40 2.14  0.0853
H5 0.90 0.20 2.43  0.0580
H6 -2.44 1.48 -2.95  0.1001
H7 -2.81 2.56 0.87  0.0973
H8 -2.09 0.18 0.95  0.1441

The structure (SMILES) is O=C(SC1CC1)c1cnc[nH]1. Its HOMO-LUMO gap is 9.6 eV. As for the net charge: 0. The calculation puts the energy above the lowest of the compared OMol25 structures with the same formula, charge and spin at 53.08 kcal per mole.